A) A 2-piece molecular cluster, C4H9N4 overall, computed with wB97M-V/def2-TZVPD.

Calculated values
E_HOMO (alpha / beta)	-12.188 / -12.075	eV
charge	+1
gap between HOMO and LUMO (alpha / beta)	4.523 / 4.234	eV
LUMO energy (alpha / beta)	-0.2817 / -0.2882	Eh

Each line ends with the Mulliken charge.
Positions of all 17 atoms, in Å:
C: -2.537 -0.287 -0.406  -0.33
C: -1.324 -0.169 -1.078  0.15
C: 1.874 -0.296 -1.165  -0.60
C: 0.915 1.461 1.735  -0.25
N: -2.375 -0.849 0.754  -0.58
N: -1.071 -1.068 0.830  0.03
N: -0.378 -0.666 -0.216  1.07
N: 0.937 -0.776 -0.161  -1.00
H: -3.609 0.079 -0.704  0.36
H: -1.143 0.353 -2.088  0.32
H: 1.236 -0.240 -2.147  0.24
H: 2.315 0.650 -0.916  0.29
H: 2.742 -1.013 -1.283  0.28
H: 1.141 1.548 0.671  0.15
H: 0.767 2.263 2.366  0.29
H: 1.218 0.562 2.149  0.29
H: -0.708 -1.553 1.658  0.30

***

B) An isolated ion of composition C4H9N4 and charge +1, computed with wB97M-V/def2-TZVPD.

Calculated values
E_HOMO	-13.582	eV
charge	+1
gap between HOMO and LUMO	10.546	eV
LUMO energy	-0.1115	Eh
SMILES	CCC#[N+]N=C(N)N

Each line ends with the Mulliken charge.
Positions of all 17 atoms, in Å:
C: -1.372 -2.241 0.992  -1.28
C: -2.190 -0.949 0.973  -0.09
C: -1.218 0.012 0.640  0.35
N: -0.298 0.681 0.467  0.86
N: 0.633 1.514 0.401  -1.37
C: 1.434 1.474 -0.634  0.72
N: 1.384 0.611 -1.645  -0.36
N: 2.491 2.350 -0.568  -0.35
H: -1.058 -2.570 -0.001  0.36
H: -1.838 -2.964 1.532  0.38
H: -0.383 -2.248 1.410  0.40
H: -2.839 -0.645 1.895  0.35
H: -2.859 -0.973 0.036  0.21
H: 0.734 -0.263 -1.679  0.19
H: 1.887 0.685 -2.443  0.19
H: 2.469 3.179 -0.019  0.26
H: 3.025 2.348 -1.358  0.18

***

Of them, the most stable is B) and the least stable is A).

***

A) An isolated ion of composition C5H10N2 and charge +1, computed with wB97M-V/def2-TZVPD.

Calculated values
E_HOMO (alpha / beta)	-13.609 / -13.517	eV
charge	+1
gap between HOMO and LUMO (alpha / beta)	7.791 / 5.428	eV
LUMO energy (alpha / beta)	-0.2138 / -0.2973	Eh
2S+1	2

Each line ends with the Mulliken charge.
Positions of all 17 atoms, in Å:
C: 0.607 1.300 1.006  -0.57
C: 1.094 0.509 -0.232  -0.79
C: 0.028 -0.608 -0.515  0.83
C: 0.295 -1.890 -0.129  -0.72
C: -1.704 -0.573 -1.946  -0.20
N: -1.050 0.066 -1.034  -0.15
N: -0.269 0.622 1.934  -0.53
H: 1.457 1.877 1.402  0.36
H: -0.029 2.057 0.488  0.36
H: 2.172 0.278 -0.120  0.43
H: 0.993 1.222 -1.095  0.27
H: 1.293 -2.072 0.232  0.35
H: -0.392 -2.671 -0.439  0.28
H: -2.183 -1.530 -1.747  0.29
H: -2.042 0.082 -2.880  0.27
H: -0.605 1.352 2.599  0.28
H: 0.334 -0.020 2.475  0.23

***

B) An isolated ion of composition C5H10N2 and charge +1, computed with wB97M-V/def2-TZVPD.

Calculated values
E_HOMO (alpha / beta)	-13.225 / -12.842	eV
charge	+1
gap between HOMO and LUMO (alpha / beta)	8.151 / 4.869	eV
LUMO energy (alpha / beta)	-0.1865 / -0.2930	Eh
2S+1	2

Each line ends with the Mulliken charge.
Positions of all 17 atoms, in Å:
C: 0.436 1.621 -1.617  -0.43
C: 0.395 0.097 -1.164  -0.46
C: -0.234 -0.133 0.124  -0.03
C: 0.272 -1.060 0.999  -0.39
N: -0.390 -1.354 2.145  -0.25
C: -0.238 -2.445 2.788  -0.11
N: -0.643 2.474 -1.185  -0.47
H: 0.266 1.544 -2.695  0.29
H: 1.400 2.100 -1.476  0.31
H: -0.026 -0.493 -1.985  0.35
H: 1.440 -0.235 -1.147  0.31
H: -1.191 0.323 0.356  0.46
H: 1.244 -1.525 0.851  0.42
H: 0.214 -3.277 2.243  0.25
H: -0.585 -2.609 3.797  0.29
H: -1.415 2.672 -1.787  0.25
H: -0.944 2.302 -0.246  0.21

***

Of them, the most stable is B) and the least stable is A).

***

A) An isolated ion of composition C5H12N3 and charge +1, computed with wB97M-V/def2-TZVPD.

Calculated values
E_HOMO	-13.973	eV
charge	+1
gap between HOMO and LUMO	10.954	eV
LUMO energy	-0.1109	Eh
SMILES	C=C(C)[N@H+](C)/N=C/N

Each line ends with the Mulliken charge.
Positions of all 20 atoms, in Å:
C: -1.883 0.554 -1.388  -0.99
C: -1.190 0.428 -0.274  0.76
C: -1.348 1.241 0.969  -1.27
N: -0.141 -0.605 -0.153  0.52
C: -0.592 -1.714 0.707  -0.87
N: 1.039 -0.019 0.362  -0.80
C: 2.049 -0.015 -0.427  -0.01
N: 3.212 0.536 -0.132  -0.29
H: -1.733 -0.068 -2.254  0.27
H: -2.654 1.299 -1.463  0.30
H: -2.247 0.951 1.513  0.30
H: -1.443 2.297 0.719  0.41
H: -0.485 1.120 1.618  0.37
H: 0.213 -1.035 -1.152  0.49
H: 0.154 -2.507 0.716  0.38
H: -0.716 -1.340 1.722  0.34
H: -1.540 -2.100 0.339  0.38
H: 1.981 -0.482 -1.427  0.22
H: 3.993 0.481 -0.761  0.24
H: 3.332 0.979 0.764  0.25

***

B) C5H12N3 as an isolated structure, computed with wB97M-V/def2-TZVPD.

Calculated values
E_HOMO	-14.203	eV
charge	+1
gap between HOMO and LUMO	9.690	eV
LUMO energy	-0.1658	Eh

Each line ends with the Mulliken charge.
Positions of all 20 atoms, in Å:
C: 1.965 -1.082 0.076  -0.46
C: 1.771 1.180 -0.185  -0.48
C: -0.467 -0.584 0.269  0.18
C: -2.708 0.475 0.206  -1.16
C: -1.843 -0.725 -0.193  -0.49
N: 2.326 0.184 0.665  -0.32
N: 0.649 -0.892 -0.564  -0.16
N: 0.594 0.525 -0.806  -0.08
H: 2.658 -1.327 -0.734  0.26
H: 1.951 -1.894 0.799  0.39
H: 1.498 2.094 0.344  0.34
H: 2.452 1.420 -1.015  0.30
H: -0.295 -0.217 1.276  0.42
H: -2.353 1.383 -0.275  0.34
H: -2.694 0.624 1.281  0.37
H: -3.736 0.307 -0.097  0.35
H: -1.881 -0.916 -1.266  0.33
H: -2.236 -1.625 0.303  0.29
H: 2.083 0.281 1.641  0.33
H: 0.265 0.788 -1.725  0.27

***

Of them, the most stable is A) and the least stable is B).